Entry 1:
A 14-piece molecular cluster, C46H127N7O16 overall in a non-equilibrium geometry, computed with the ωB97M-V functional and the def2-TZVPD basis.

Cartesian coordinates (Å):
C: 3.38774 3.06866 -3.36783
C: 2.00502 3.24121 -3.97820
O: 1.61072 2.05792 -4.66194
H: 3.59277 3.97601 -2.79518
H: 4.15485 3.00009 -4.13974
H: 3.47242 2.21486 -2.69462
H: 2.04149 4.12363 -4.62249
H: 1.30297 3.42240 -3.15432
H: 0.85685 2.27059 -5.22049
C: 1.69499 -2.77557 -3.63756
C: 1.64640 -1.28342 -3.89906
O: 2.69157 -0.61766 -3.20865
H: 2.70228 -3.16971 -3.79566
H: 0.99949 -3.33755 -4.26483
H: 1.42843 -3.07076 -2.61724
H: 0.69472 -0.93015 -3.48814
H: 1.69582 -1.16459 -4.98394
H: 2.73970 0.28101 -3.55625
C: 2.97889 3.53700 0.98330
C: 1.95274 4.62494 1.16530
O: 2.50156 5.74744 1.80746
H: 3.24991 3.01766 1.90446
H: 3.95162 3.93141 0.66451
H: 2.74620 2.80224 0.21203
H: 1.09970 4.22718 1.72392
H: 1.52986 4.91779 0.19252
H: 1.83278 6.07108 2.43594
C: 4.36383 0.59389 1.19957
C: 5.04807 0.82298 -0.12011
O: 6.35514 0.25204 -0.10494
H: 4.28056 -0.48399 1.39263
H: 3.30267 0.84624 1.21147
H: 4.78433 0.98515 2.12700
H: 5.14164 1.90663 -0.27537
H: 4.49633 0.42068 -0.96797
H: 6.97195 0.74361 0.44026
C: 1.89087 -1.76109 4.47113
C: 1.75955 -0.55899 3.55163
O: 2.40733 0.60286 4.03947
H: 1.41535 -2.64734 4.04490
H: 1.30229 -1.59659 5.38288
H: 2.91137 -1.95633 4.79837
H: 0.68923 -0.32287 3.44812
H: 2.10633 -0.77611 2.53819
H: 1.76630 1.07668 4.60688
C: 3.07934 -3.82302 1.91095
C: 1.71465 -4.35352 1.47667
O: 1.66649 -4.12786 0.05433
H: 3.15971 -2.74503 1.77808
H: 3.83756 -4.33345 1.32443
H: 3.19906 -4.05924 2.97103
H: 0.89133 -3.83185 1.96951
H: 1.70161 -5.43658 1.62265
H: 0.79467 -4.44971 -0.25264
C: -3.58479 1.24846 2.03158
C: -5.04785 0.95067 2.21666
O: -5.79407 2.14511 2.43744
H: -3.00074 0.40154 1.67909
H: -3.08701 1.67812 2.90210
H: -3.50876 2.06860 1.31083
H: -5.20626 0.19799 2.99645
H: -5.38512 0.51094 1.26979
H: -6.66167 1.89849 2.76696
C: -2.77993 2.95371 4.81849
O: -1.81106 2.10294 4.20588
C: -0.66011 2.78464 3.72727
C: 0.23492 3.18534 4.89481
N: 0.54257 1.99258 5.67357
C: 1.31206 2.29690 6.88062
C: 1.43932 1.02003 7.69994
O: 0.14581 0.61072 8.07185
C: 0.11951 -0.43972 8.99892
H: -2.77651 3.92165 4.30118
H: -2.52378 3.08399 5.87090
H: -3.77808 2.56104 4.63037
H: -0.95023 3.65184 3.13064
H: -0.13504 2.05626 3.10542
H: -0.20556 3.97776 5.51426
H: 1.17205 3.51327 4.43257
H: -0.29752 1.50450 5.96476
H: 0.73434 3.00269 7.49342
H: 2.31845 2.64662 6.65290
H: 2.06608 1.22464 8.57788
H: 1.95681 0.26618 7.09326
H: -0.91341 -0.77037 9.06479
H: 0.53749 -0.16801 9.97655
H: 0.73179 -1.30947 8.71874
C: -1.96562 -1.90973 -3.83978
O: -2.75180 -0.74783 -3.90190
C: -1.94852 0.39386 -3.63640
C: -2.80666 1.63179 -3.75458
N: -3.17963 1.86408 -5.15325
C: -4.11776 2.96268 -5.30235
C: -4.69139 2.92600 -6.70681
O: -5.32508 1.66535 -6.87006
C: -5.99142 1.50562 -8.08637
H: -1.17912 -2.04193 -4.59251
H: -2.65494 -2.74670 -3.94433
H: -1.43563 -2.05073 -2.88464
H: -1.15004 0.46902 -4.38557
H: -1.49477 0.37792 -2.63848
H: -2.31984 2.50077 -3.31142
H: -3.74806 1.44064 -3.21209
H: -3.67445 1.03240 -5.45982
H: -3.69035 3.94779 -5.11817
H: -4.99535 2.79718 -4.65419
H: -3.87920 2.97520 -7.44609
H: -5.42242 3.70858 -6.93826
H: -6.83118 2.20795 -8.18266
H: -6.45162 0.51834 -8.11656
H: -5.33084 1.60796 -8.95412
C: -3.10334 -3.30043 2.26632
C: -4.14127 -3.68931 1.21709
C: -4.05699 -2.97034 -0.10834
O: -4.23224 -1.59216 0.09107
C: -3.97687 -0.84416 -1.06995
N: -4.03361 -5.15452 0.97962
H: -3.20299 -2.27914 2.62757
H: -2.09781 -3.46790 1.85932
H: -3.09678 -3.96874 3.13133
H: -5.08849 -3.42584 1.71350
H: -4.73472 -3.36438 -0.87485
H: -3.00685 -3.11676 -0.42199
H: -4.60792 -1.25428 -1.87429
H: -2.95746 -0.94611 -1.45123
H: -4.25297 0.20416 -0.98512
H: -4.21329 -5.60199 1.87584
H: -4.90779 -5.35297 0.48903
C: 0.32488 -6.04844 -2.46513
C: -0.83473 -5.24490 -1.92709
C: -2.16292 -5.50136 -2.64405
O: -1.97577 -5.33949 -4.03818
C: -3.22942 -5.39667 -4.68306
N: -0.94789 -5.37082 -0.46468
H: 1.20347 -5.95610 -1.82510
H: 0.61529 -5.68435 -3.45020
H: 0.07526 -7.10686 -2.57189
H: -0.72126 -4.16237 -2.08246
H: -2.89268 -4.75633 -2.29636
H: -2.56198 -6.49420 -2.38985
H: -3.83335 -4.52477 -4.40377
H: -3.76640 -6.32845 -4.48415
H: -3.08779 -5.32580 -5.76190
H: -0.85782 -6.33624 -0.17124
H: -1.81917 -4.98608 -0.11356
C: 4.80833 -3.32508 -1.07502
C: 5.92808 -3.04915 -2.07545
C: 5.95791 -4.08364 -3.17525
O: 6.38510 -5.30702 -2.59973
C: 6.76232 -6.24936 -3.57658
N: 5.76068 -1.68542 -2.60515
H: 4.82677 -4.35134 -0.69278
H: 3.82127 -3.28639 -1.55208
H: 4.72952 -2.64378 -0.22729
H: 6.88186 -3.03417 -1.54460
H: 6.61619 -3.73570 -3.98342
H: 4.99286 -4.28166 -3.66754
H: 6.89243 -7.20731 -3.08518
H: 7.61763 -5.89934 -4.16610
H: 5.96580 -6.33335 -4.33426
H: 4.78876 -1.56843 -2.88957
H: 5.83104 -1.04486 -1.81867
C: 0.19172 8.48035 2.46166
C: -0.65666 7.31166 2.93322
C: -1.41827 6.64406 1.79687
O: -2.27939 5.69351 2.41233
C: -2.74374 4.69738 1.52766
N: 0.18950 6.30187 3.60801
H: 0.58577 9.06786 3.29212
H: -0.36603 9.17719 1.83080
H: 1.03961 8.15854 1.85183
H: -1.44578 7.70894 3.58633
H: -0.66371 6.09335 1.21014
H: -1.91714 7.33799 1.11723
H: -3.32263 4.96648 0.63871
H: -3.24313 3.91927 2.10093
H: -1.88231 4.15166 1.14509
H: 0.44451 6.63564 4.53355
H: -0.47340 5.55413 3.80456
C: -0.53772 -1.35882 0.59274
C: 0.42062 -0.64362 -0.34318
C: 0.48790 0.84051 -0.12552
O: -0.79107 1.41852 -0.28290
C: -0.78662 2.78457 0.09305
N: 1.76921 -1.19560 -0.28659
H: -0.20591 -1.33688 1.63639
H: -0.62231 -2.42821 0.36360
H: -1.57004 -1.00508 0.57015
H: -0.00893 -0.84999 -1.33933
H: 1.14932 1.28027 -0.89387
H: 0.95738 1.10029 0.83275
H: -0.43504 3.35843 -0.77515
H: -0.16270 3.02618 0.94776
H: -1.80736 3.02088 0.29406
H: 1.76405 -2.21161 -0.25776
H: 2.19041 -0.90237 -1.16266

HOMO energy (eV): -8.3
Total charge: 0
Frontier orbital gap (eV): 8.8127

Mulliken population analysis, charges in e, atoms 1 to 8: -0.8777, 0.0046, -0.4896, 0.3786, 0.3945, -0.0903, 0.4427, -0.0068

Entry 2:
C2H4BrCl2N2O6V as an isolated structure in a non-equilibrium geometry, computed with the ωB97M-V functional and the def2-TZVPD basis.

Cartesian coordinates (Å):
V: 0.84152 -0.13058 -1.33842
N: 0.52327 -2.55843 -0.36362
O: 1.27310 -1.62910 0.10280
O: 0.49153 -3.66865 0.07052
O: -0.23337 -2.06992 -1.24567
N: 3.38994 0.19645 -1.62283
O: 2.59789 -0.38046 -2.47905
O: 4.55350 0.02804 -1.57136
O: 2.63427 0.88776 -0.85268
Br: -0.66856 1.38433 -2.48082
Cl: -2.42777 -1.00066 1.20825
C: -2.61110 0.79307 1.14926
C: -1.40580 1.40561 1.89214
Cl: 0.07499 1.07594 1.00007
H: -3.53458 1.04889 1.66085
H: -2.63899 1.12902 0.11720
H: -1.34041 1.00115 2.89518
H: -1.51944 2.48754 1.85818

Multiplicity: 3
HOMO energy (spin up / spin down) (eV): -10.3 / -10.8
Total charge: 0
Relative energy (zero: lowest compared OMol25 entry of this formula, charge and spin) (kcal/mol): 0.00
Frontier orbital gap (spin up / spin down) (eV): 7.9129 / 9.4236

natural (NBO) population analysis, charges in e, atoms 1 to 8: 1.3810, 0.7320, -0.5301, -0.3017, -0.4923, 0.7367, -0.5297, -0.2559

Entry 3:
One molecule with the formula CH6N2OS in a non-equilibrium geometry, computed with the ωB97M-V functional and the def2-TZVPD basis.

Cartesian coordinates (Å):
C: -1.58774 0.78973 -0.22350
S: 0.08040 0.32548 -0.32528
N: 1.42583 -0.07652 0.86723
N: -0.16273 -1.31479 -0.47868
O: 0.61267 1.00625 -1.47692
H: -1.56523 1.86073 -0.21979
H: -2.08682 0.65036 0.81197
H: 1.89141 0.75445 1.21307
H: 1.94959 -0.61332 0.19924
H: 0.56192 -1.81669 0.06937
H: -1.11930 -1.56569 -0.43671

SMILES string: C=S(N)(N)=O
HOMO energy (eV): -9.0
Total charge: 0
Relative energy (zero: lowest compared OMol25 entry of this formula, charge and spin) (kcal/mol): 94.91
Frontier orbital gap (eV): 9.3815

natural (NBO) population analysis, charges in e, atoms 1 to 8: -0.9208, 1.9210, -1.0104, -1.0592, -0.9104, 0.2031, 0.2056, 0.3889

The calculation returns the following DFT total energy values, one per record and in order: -3415.70235, -5077.80298, -624.49578 Eh.